C4H7NO | ωB97M-V/def2-TZVPD

LUMO level	1.05	eV
total charge	0
HOMO-LUMO gap	10.913	eV
max |F|	1.96	eV/Å
electronic energy	-286.54621	hartree
highest occupied orbital energy	-9.868	eV
2S+1	1
energy above the lowest of the compared OMol25 structures with the same formula, charge and spin	53.6	kcal/mol

Last columns: bonded neighbours and bond lengths (Å).
CARTESIAN COORDINATES (ANGSTROEM)
1 C 0.838 1.236 -0.149  C2 1.527, H7 1.092, H8 1.103, H9 1.097
2 C 0.165 0.069 -0.867  C1 1.527, C3 1.480, N4 1.519, H10 1.073
3 C 0.443 -1.286 -0.341  C2 1.480, N4 1.436, H11 1.085, H12 1.088
4 N -0.910 -0.812 -0.255  C2 1.519, C3 1.436, C5 1.383
5 C -1.454 -0.320 0.918  N4 1.383, O6 1.207, H13 1.108
6 O -1.011 -0.455 2.032  C5 1.207
7 H 0.376 2.201 -0.371  C1 1.092
8 H 1.906 1.331 -0.407  C1 1.103
9 H 0.806 1.072 0.936  C1 1.097
10 H -0.364 0.156 -1.796  C2 1.073
11 H 0.616 -2.131 -1.000  C3 1.085
12 H 0.966 -1.308 0.613  C3 1.088
13 H -2.378 0.247 0.687  C5 1.108

In the Mulliken picture, each atom carries the following charge in e:
1. C -1.164
2. C 0.012
3. C -0.346
4. N -0.312
5. C 0.103
6. O -0.498
7. H 0.293
8. H 0.305
9. H 0.342
10. H 0.414
11. H 0.227
12. H 0.263
13. H 0.359



C23H30ClN3O | ωB97M-V/def2-TZVPD

LUMO level	0.73	eV
total charge	0
HOMO-LUMO gap	7.909	eV
max |F|	0.59	eV/Å
electronic energy	-1594.08925	hartree
highest occupied orbital energy	-7.177	eV
2S+1	1
energy above the lowest of the compared OMol25 structures with the same formula, charge and spin	64.7	kcal/mol

Last columns: bonded neighbours and bond lengths (Å).
CARTESIAN COORDINATES (ANGSTROEM)
1 C -1.842 -4.256 -0.545  O2 1.403, H29 1.090, H30 1.096, H31 1.095
2 O -1.798 -3.029 0.133  C1 1.403, C3 1.380
3 C -2.490 -1.957 -0.392  O2 1.380, C4 1.383, C8 1.418
4 C -3.151 -2.011 -1.605  C3 1.383, C5 1.388, H32 1.079
5 C -3.888 -0.931 -2.072  C4 1.388, C6 1.378, H33 1.079
6 C -3.964 0.214 -1.308  C5 1.378, C7 1.383, H34 1.080
7 C -3.286 0.291 -0.105  C6 1.383, C8 1.397, H35 1.078
8 C -2.521 -0.771 0.385  C3 1.418, C7 1.397, N9 1.379
9 N -1.865 -0.699 1.596  C8 1.379, C10 1.440, C28 1.450
10 C -2.143 0.333 2.562  N9 1.440, C11 1.546, H36 1.089, H37 1.097
11 C -1.132 1.498 2.468  C10 1.546, N12 1.453, H38 1.100, H39 1.090
12 N 0.197 1.022 2.123  C11 1.453, C13 1.450, C27 1.441
13 C 0.803 1.451 0.877  N12 1.450, C14 1.534, C26 1.548, H40 1.095
14 C 1.350 2.876 1.030  C13 1.534, C15 1.524, H41 1.091, H42 1.092
15 C 2.167 3.231 -0.207  C14 1.524, C16 1.534, H43 1.092, H44 1.091
16 C 1.290 3.090 -1.458  C15 1.534, N17 1.444, H45 1.092, H46 1.099
17 N 0.625 1.815 -1.596  C16 1.444, C18 1.449, C26 1.446
18 C 1.256 0.769 -2.375  N17 1.449, C19 1.511, H47 1.098, H48 1.093
19 C 2.211 -0.135 -1.631  C18 1.511, C20 1.390, C25 1.390
20 C 3.541 0.221 -1.433  C19 1.390, C21 1.383, H49 1.080
21 C 4.386 -0.573 -0.678  C20 1.383, C22 1.386, H50 1.079
22 C 3.899 -1.743 -0.120  C21 1.386, Cl23 1.731, C24 1.385
23 Cl 4.945 -2.734 0.840  C22 1.731
24 C 2.589 -2.139 -0.335  C22 1.385, C25 1.383, H51 1.079
25 C 1.759 -1.335 -1.094  C19 1.390, C24 1.383, H52 1.081
26 C -0.074 1.408 -0.398  C13 1.548, N17 1.446, H53 1.089, H54 1.096
27 C 0.385 -0.351 2.516  N12 1.441, C28 1.544, H55 1.095, H56 1.092
28 C -0.578 -1.331 1.812  N9 1.450, C27 1.544, H57 1.088, H58 1.098
29 H -1.292 -4.955 0.084  C1 1.090
30 H -1.356 -4.200 -1.526  C1 1.096
31 H -2.869 -4.615 -0.671  C1 1.095
32 H -3.117 -2.909 -2.201  C4 1.079
33 H -4.398 -1.001 -3.019  C5 1.079
34 H -4.541 1.061 -1.648  C6 1.080
35 H -3.344 1.209 0.457  C7 1.078
36 H -3.165 0.693 2.446  C10 1.089
37 H -2.070 -0.128 3.554  C10 1.097
38 H -1.085 2.004 3.444  C11 1.100
39 H -1.462 2.230 1.732  C11 1.090
40 H 1.660 0.788 0.716  C13 1.095
41 H 1.965 2.933 1.930  C14 1.091
42 H 0.522 3.580 1.143  C14 1.092
43 H 2.538 4.255 -0.141  C15 1.092
44 H 3.026 2.561 -0.272  C15 1.091
45 H 1.877 3.280 -2.359  C16 1.092
46 H 0.501 3.853 -1.407  C16 1.099
47 H 0.446 0.154 -2.789  C18 1.098
48 H 1.774 1.249 -3.209  C18 1.093
49 H 3.924 1.127 -1.880  C20 1.080
50 H 5.415 -0.288 -0.525  C21 1.079
51 H 2.226 -3.063 0.087  C24 1.079
52 H 0.741 -1.648 -1.279  C25 1.081
53 H -0.479 0.410 -0.557  C26 1.089
54 H -0.919 2.097 -0.281  C26 1.096
55 H 0.240 -0.398 3.601  C27 1.095
56 H 1.416 -0.647 2.308  C27 1.092
57 H -0.151 -1.618 0.854  C28 1.088
58 H -0.693 -2.238 2.420  C28 1.098

In the Mulliken picture, each atom carries the following charge in e:
1. C -1.088
2. O -0.332
3. C 0.713
4. C -0.508
5. C -0.864
6. C -1.016
7. C -0.350
8. C 0.950
9. N 0.156
10. C -1.314
11. C -0.626
12. N 0.173
13. C 1.210
14. C -1.334
15. C -0.314
16. C -0.991
17. N 0.320
18. C -1.855
19. C 0.478
20. C -0.053
21. C -0.932
22. C 0.407
23. Cl -0.238
24. C -0.808
25. C 0.131
26. C -0.871
27. C -1.299
28. C -0.015
29. H 0.287
30. H 0.382
31. H 0.375
32. H 0.443
33. H 0.398
34. H 0.396
35. H 0.271
36. H 0.524
37. H 0.373
38. H 0.343
39. H 0.407
40. H -0.372
41. H 0.394
42. H 0.304
43. H 0.467
44. H 0.186
45. H 0.423
46. H 0.369
47. H 0.389
48. H 0.632
49. H 0.531
50. H 0.451
51. H 0.437
52. H 0.418
53. H -0.141
54. H 0.316
55. H 0.421
56. H 0.504
57. H -0.106
58. H 0.450